Density functional theory data (ωB97M-V/def2-TZVPD) for a cluster of 22 separate species, C76H212N16O28 in total.

```
! RIJCOSX wB97M-V def2-TZVPD def2/J DEFGRID3
* xyz 0 1
C 4.12 4.41 1.21
C 2.67 4.16 1.27
O 2.40 2.80 1.08
O 4.78 3.62 2.15
H 4.40 5.43 1.48
H 4.57 4.15 0.25
H 2.14 4.71 0.49
H 2.18 4.30 2.23
H 1.46 2.63 1.13
H 4.74 2.69 1.95
C -3.81 3.76 -4.56
C -3.50 2.43 -3.91
O -4.08 1.36 -4.51
O -5.19 4.05 -4.76
H -3.20 3.76 -5.47
H -3.40 4.51 -3.89
H -4.04 2.50 -2.97
H -2.46 2.24 -3.61
H -4.60 0.86 -3.88
H -5.60 3.39 -5.33
C 4.31 2.22 6.32
C 3.16 3.15 5.93
O 3.55 4.52 5.95
O 5.24 2.11 5.19
H 3.88 1.22 6.45
H 4.85 2.52 7.21
H 2.22 3.02 6.47
H 2.83 2.97 4.91
H 2.79 5.10 5.82
H 4.80 1.68 4.45
C -4.37 2.68 1.01
C -4.30 1.33 1.66
O -3.19 1.27 2.54
O -4.50 3.70 1.95
H -5.19 2.78 0.30
H -3.49 2.90 0.42
H -4.16 0.70 0.78
H -5.26 1.13 2.16
H -3.37 0.52 3.11
H -4.01 3.48 2.75
C -2.20 -4.91 -6.32
C -2.24 -5.21 -4.84
O -1.47 -6.44 -4.65
O -3.27 -5.41 -7.09
H -1.29 -5.22 -6.82
H -2.28 -3.84 -6.49
H -3.24 -5.48 -4.49
H -1.80 -4.44 -4.20
H -1.94 -7.20 -5.01
H -3.13 -6.29 -7.44
C -0.69 2.84 5.08
C -2.06 3.25 5.59
O -3.02 3.62 4.59
O -0.60 1.70 4.25
H -0.10 2.53 5.94
H -0.12 3.66 4.65
H -2.01 4.11 6.26
H -2.32 2.42 6.24
H -3.65 4.15 5.09
H -1.43 1.66 3.77
C 0.19 -0.24 7.47
C 1.17 0.56 8.40
C 0.48 1.47 9.42
O -0.20 2.50 8.68
C -0.42 3.74 9.36
N 2.05 -0.40 9.15
H -0.27 0.43 6.74
H -0.67 -0.57 8.05
H 0.65 -1.03 6.88
H 1.82 1.18 7.78
H 1.24 1.96 10.02
H -0.15 1.05 10.21
H -1.11 3.60 10.19
H -0.96 4.44 8.73
H 0.51 4.16 9.75
H 2.75 -0.97 8.69
H 2.57 0.09 9.87
C -0.55 -2.00 -8.69
C -1.52 -1.41 -7.74
C -0.95 -0.99 -6.31
O -0.50 -2.07 -5.54
C -0.46 -1.91 -4.16
N -2.07 -0.29 -8.42
H -0.98 -2.35 -9.63
H -0.12 -2.92 -8.28
H 0.22 -1.23 -8.75
H -2.33 -2.12 -7.57
H -1.73 -0.41 -5.81
H -0.03 -0.45 -6.51
H 0.14 -1.05 -3.87
H -0.15 -2.87 -3.74
H -1.46 -1.73 -3.76
H -2.73 0.15 -7.80
H -2.57 -0.51 -9.27
C -7.14 1.33 -1.90
C -6.96 0.05 -2.71
C -5.78 -0.78 -2.16
O -4.58 -0.12 -2.34
C -3.39 -0.84 -2.01
N -8.28 -0.68 -2.76
H -7.69 2.01 -2.56
H -6.17 1.81 -1.75
H -7.67 1.27 -0.95
H -6.85 0.33 -3.75
H -5.78 -1.72 -2.71
H -5.90 -1.05 -1.11
H -2.48 -0.31 -2.30
H -3.24 -1.77 -2.55
H -3.28 -0.94 -0.93
H -8.58 -1.16 -1.91
H -9.07 -0.07 -2.90
C 0.11 -5.93 5.09
C 1.22 -5.17 5.85
C 2.15 -6.14 6.62
O 2.84 -6.96 5.68
C 3.64 -7.97 6.24
N 2.06 -4.43 4.90
H 0.54 -6.74 4.51
H -0.41 -5.29 4.38
H -0.70 -6.39 5.65
H 0.90 -4.47 6.62
H 1.59 -6.82 7.26
H 2.85 -5.61 7.28
H 4.20 -8.55 5.49
H 2.98 -8.77 6.58
H 4.27 -7.86 7.12
H 1.41 -4.17 4.17
H 2.54 -5.22 4.48
C 4.86 -6.92 -8.48
C 4.28 -6.80 -7.12
C 3.10 -5.86 -7.09
O 2.75 -5.71 -5.74
C 1.48 -5.10 -5.53
N 4.03 -8.14 -6.56
H 5.52 -7.77 -8.64
H 5.50 -6.07 -8.70
H 4.04 -7.13 -9.18
H 5.04 -6.33 -6.50
H 2.31 -6.32 -7.67
H 3.43 -4.94 -7.57
H 0.92 -5.60 -4.75
H 0.85 -4.85 -6.38
H 1.58 -4.12 -5.06
H 3.57 -8.68 -7.28
H 3.26 -7.95 -5.92
C -0.93 9.52 -2.91
C 0.33 9.00 -2.20
C 1.21 8.04 -3.09
O 2.47 7.66 -2.55
C 2.50 7.17 -1.19
N 1.16 10.19 -1.89
H -1.37 10.21 -2.19
H -1.70 8.76 -3.01
H -0.79 9.97 -3.89
H 0.12 8.37 -1.34
H 1.45 8.41 -4.09
H 0.63 7.12 -3.13
H 1.80 6.35 -1.08
H 2.22 7.95 -0.47
H 3.47 6.83 -0.84
H 0.53 10.82 -1.40
H 1.79 10.04 -1.11
C -0.64 1.90 -0.93
C -0.56 1.19 0.44
C 0.46 0.02 0.46
O -0.23 -1.09 -0.18
C 0.56 -2.16 -0.56
N -0.21 2.20 1.37
H -0.82 1.19 -1.74
H 0.27 2.42 -1.21
H -1.46 2.61 -0.99
H -1.56 0.84 0.72
H 0.67 -0.31 1.47
H 1.46 0.17 0.06
H 1.25 -1.80 -1.32
H -0.12 -2.80 -1.12
H 0.95 -2.73 0.29
H -0.62 3.12 1.29
H -0.19 1.94 2.34
C -0.85 3.21 -8.16
C 0.19 2.70 -7.11
C -0.51 2.31 -5.84
O -0.74 3.46 -4.99
C 0.28 4.11 -4.42
N 0.67 1.49 -7.83
H -0.45 3.52 -9.13
H -1.31 4.10 -7.73
H -1.70 2.57 -8.41
H 1.04 3.36 -6.92
H 0.04 1.56 -5.28
H -1.51 1.94 -6.06
H -0.04 4.92 -3.77
H 0.89 4.60 -5.18
H 0.83 3.40 -3.80
H -0.13 0.95 -8.15
H 0.98 1.87 -8.72
C 1.68 6.46 7.76
C 0.71 6.21 6.63
C -0.37 7.30 6.45
O -1.12 6.87 5.33
C -2.28 7.61 5.07
N 1.40 6.08 5.35
H 2.27 5.56 7.95
H 1.21 6.80 8.68
H 2.28 7.29 7.37
H 0.13 5.29 6.77
H 0.12 8.25 6.26
H -1.03 7.37 7.31
H -2.08 8.56 4.56
H -2.89 7.83 5.94
H -2.80 7.10 4.26
H 1.90 6.92 5.10
H 0.60 6.18 4.74
C 3.08 -3.45 -2.67
C 4.41 -3.79 -3.26
C 4.93 -5.17 -2.86
O 5.29 -5.10 -1.49
C 5.60 -6.34 -0.93
N 4.43 -3.76 -4.73
H 2.73 -2.45 -2.95
H 3.06 -3.52 -1.59
H 2.30 -4.16 -2.96
H 5.09 -3.08 -2.80
H 5.72 -5.57 -3.50
H 4.12 -5.90 -2.99
H 4.85 -7.09 -1.16
H 5.77 -6.21 0.14
H 6.50 -6.82 -1.32
H 3.74 -4.37 -5.14
H 5.31 -4.12 -5.07
C 2.70 0.75 -3.09
C 3.77 1.80 -3.16
C 5.20 1.24 -3.22
O 5.55 0.43 -2.12
C 5.73 1.13 -0.93
N 3.46 2.56 -4.31
H 1.73 1.23 -3.01
H 2.88 0.24 -2.14
H 2.85 0.13 -3.97
H 3.77 2.36 -2.22
H 5.82 2.14 -3.29
H 5.44 0.66 -4.11
H 6.28 2.07 -0.92
H 6.24 0.54 -0.17
H 4.77 1.39 -0.48
H 3.47 1.98 -5.14
H 4.20 3.22 -4.49
C 0.08 -6.25 -0.67
C 0.90 -7.24 0.13
C 0.94 -6.97 1.72
O 1.30 -5.67 2.05
C 2.69 -5.50 1.91
N 0.28 -8.55 -0.07
H -0.92 -6.15 -0.25
H -0.12 -6.65 -1.67
H 0.59 -5.29 -0.76
H 1.94 -7.26 -0.20
H 1.59 -7.74 2.14
H -0.10 -7.17 1.98
H 3.14 -5.76 0.95
H 3.09 -6.17 2.67
H 2.93 -4.45 2.01
H 0.32 -8.79 -1.04
H 0.73 -9.31 0.43
C 2.31 -0.41 4.41
C 3.58 -0.50 3.61
C 3.45 -1.59 2.51
O 4.67 -1.54 1.73
C 4.87 -2.72 0.94
N 4.02 0.77 3.03
H 1.54 0.08 3.82
H 2.45 0.14 5.34
H 2.03 -1.41 4.74
H 4.38 -0.87 4.25
H 2.61 -1.46 1.82
H 3.37 -2.50 3.10
H 4.04 -2.91 0.26
H 5.10 -3.62 1.52
H 5.76 -2.57 0.33
H 3.28 1.21 2.51
H 4.63 0.36 2.34
C -1.43 5.46 -1.13
C -1.52 6.01 0.36
C -2.70 7.04 0.54
O -2.31 8.24 -0.12
C -3.35 9.17 -0.36
N -1.61 4.80 1.26
H -0.69 4.71 -1.42
H -1.24 6.24 -1.87
H -2.43 5.10 -1.40
H -0.56 6.47 0.58
H -2.88 7.28 1.59
H -3.65 6.66 0.15
H -4.02 9.39 0.47
H -4.04 8.88 -1.15
H -2.82 10.10 -0.58
H -1.37 5.04 2.22
H -2.59 4.62 1.38
C -2.32 -2.58 5.46
C -2.27 -1.50 4.39
C -1.67 -2.07 3.05
O -2.19 -3.31 2.76
C -1.82 -3.80 1.46
N -3.65 -1.05 4.23
H -2.33 -2.15 6.46
H -1.44 -3.21 5.49
H -3.01 -3.40 5.28
H -1.75 -0.60 4.68
H -0.59 -2.05 3.16
H -1.78 -1.37 2.22
H -0.82 -4.24 1.47
H -1.67 -3.02 0.72
H -2.56 -4.48 1.05
H -4.24 -1.78 3.87
H -4.08 -1.03 5.15
C -5.69 -3.04 1.42
C -6.40 -3.90 0.28
C -5.57 -5.03 -0.37
O -4.43 -4.47 -0.91
C -3.68 -5.29 -1.71
N -7.68 -4.39 0.85
H -5.70 -3.55 2.38
H -6.16 -2.06 1.52
H -4.64 -2.84 1.23
H -6.72 -3.20 -0.50
H -6.29 -5.42 -1.10
H -5.36 -5.82 0.35
H -3.47 -6.29 -1.33
H -2.71 -4.87 -1.95
H -4.32 -5.38 -2.59
H -7.62 -5.11 1.56
H -8.11 -4.91 0.10
*
```

Computed properties:
- HOMO-LUMO gap: 8.78 eV
- HOMO energy: -0.315 Ha
- Calculated total energy: -163405.8327 eV